{
  "formula": "C26H49CrN5O2",
  "method": "wB97M-V/def2-TZVPD",
  "spin_multiplicity": 5,
  "lumo_ev": [-6.84, -8.69],
  "e_tot_ha": -2488.1652,
  "homo_energy_ha": [-0.5591, -0.5071],
  "total_charge": 2,
  "orbital_gap_ev": [8.37, 5.11],
  "mol_weight_g_mol": 515.71,
  "species": ["Cr", "C", "C", "C", "O", "H", "H", "H", "H", "H", "H", "H", "C", "C", "C", "O", "H", "H", "H", "H", "H", "H", "H", "C", "C", "C", "C", "N", "H", "H", "H", "H", "H", "H", "H", "C", "C", "C", "C", "N", "H", "H", "H", "H", "H", "H", "H", "C", "C", "C", "C", "N", "H", "H", "H", "H", "H", "H", "H", "C", "C", "C", "C", "N", "H", "H", "H", "H", "H", "H", "H", "C", "C", "C", "C", "N", "H", "H", "H", "H", "H", "H", "H"],
  "xyz": [[0.106, 0.054, -0.200], [1.334, 0.134, 3.876], [2.131, -0.128, 2.578], [2.784, -1.519, 2.689], [1.382, 0.071, 1.401], [0.963, 1.157, 3.949], [1.901, -0.031, 4.792], [0.475, -0.533, 3.939], [2.925, 0.609, 2.698], [3.474, -1.624, 3.526], [3.336, -1.766, 1.782], [2.035, -2.294, 2.853], [-2.229, 1.831, -3.082], [-2.178, 0.327, -2.769], [-2.162, -0.563, -4.028], [-1.141, 0.005, -1.848], [-1.290, 2.146, -3.536], [-2.517, 2.414, -2.208], [-2.975, 1.965, -3.866], [-3.087, 0.087, -2.217], [-2.053, -1.628, -3.824], [-1.218, -0.430, -4.557], [-3.064, -0.479, -4.633], [0.108, -4.370, 2.678], [1.168, -5.060, 1.814], [0.990, -4.746, 0.291], [0.725, -3.368, -0.162], [0.531, -2.239, -0.410], [-0.897, -4.775, 2.560], [0.131, -3.295, 2.499], [0.348, -4.561, 3.724], [1.265, -6.117, 2.062], [2.143, -4.670, 2.106], [0.100, -5.317, 0.026], [1.749, -5.269, -0.289], [-2.964, -2.724, 4.423], [-3.755, -3.047, 3.117], [-3.817, -1.752, 2.246], [-2.571, -1.396, 1.644], [-1.560, -1.111, 1.115], [-1.909, -2.479, 4.301], [-2.915, -3.575, 5.102], [-3.379, -1.975, 5.097], [-4.802, -3.330, 3.228], [-3.371, -3.918, 2.586], [-4.268, -0.882, 2.723], [-4.463, -2.007, 1.406], [-3.122, 4.923, 0.678], [-2.038, 5.014, 1.761], [-1.762, 3.669, 2.454], [-1.467, 2.530, 1.520], [-1.254, 1.639, 0.806], [-3.391, 5.920, 0.329], [-4.027, 4.452, 1.060], [-2.746, 4.366, -0.181], [-2.189, 5.818, 2.481], [-1.086, 5.366, 1.366], [-2.672, 3.414, 2.998], [-1.013, 3.830, 3.229], [3.904, 4.364, -1.638], [2.726, 4.862, -2.418], [1.387, 4.592, -1.783], [1.133, 3.263, -1.291], [0.968, 2.162, -0.924], [4.025, 3.284, -1.713], [4.017, 4.793, -0.642], [4.724, 4.830, -2.186], [2.707, 4.379, -3.395], [2.789, 5.941, -2.562], [0.596, 4.882, -2.475], [1.352, 5.178, -0.864], [1.325, -2.501, -4.383], [2.852, -2.339, -4.432], [3.306, -0.977, -3.907], [2.607, -0.562, -2.648], [2.051, -0.223, -1.689], [0.894, -2.552, -3.383], [1.117, -3.489, -4.791], [0.739, -1.797, -4.974], [3.308, -2.489, -5.410], [3.290, -3.152, -3.852], [3.060, -0.226, -4.658], [4.373, -0.984, -3.685]]
}

=====

{
  "formula": "C2H4BrCl3Si",
  "method": "wB97M-V/def2-TZVPD",
  "relative_energy_kj_mol": 343.8,
  "lumo_ev": [-1.57, -0.01],
  "e_tot_ha": -4322.7105,
  "homo_energy_ha": [-0.2935, -0.3118],
  "total_charge": 0,
  "orbital_gap_ev": [6.41, 8.48],
  "mol_weight_g_mol": 242.40,
  "species": ["C", "C", "Si", "Cl", "Cl", "Cl", "Br", "H", "H", "H", "H"],
  "xyz": [[-0.892, -0.661, 1.782], [0.090, 0.353, 1.374], [0.736, 0.327, -2.316], [2.456, 1.345, -2.349], [-0.841, 1.124, -3.235], [0.979, -1.494, -3.308], [-0.135, 2.161, 1.398], [-0.484, -1.682, 1.609], [-0.979, -0.823, 2.804], [-1.949, -0.566, 1.327], [1.020, -0.083, 0.912]]
}